C4H4BiLiO5 as an isolated structure, computed with ωB97M-V/def2-TZVPD.

Calculated values
- Energy above the lowest of the compared OMol25 structures with the same formula, charge and spin: 0.0 kcal/mol
- Kohn-Sham gap (spin up / spin down): 0.16863 / 0.15709 Ha

ORCA input file:
```
! wB97M-V def2-TZVPD RIJCOSX def2/J DEFGRID3
* xyz 1 2
O 0.416 0.832 1.840
C 0.947 -0.319 1.826
C -1.093 0.192 -0.437
O 2.035 -0.652 2.290
O 0.339 -1.244 1.014
C -0.975 -0.997 0.530
H -1.966 0.012 -1.078
H -1.284 1.157 0.042
H -1.256 -1.924 0.019
H -1.665 -0.834 1.370
O 0.276 -0.432 -2.382
C 0.135 0.317 -1.387
O 0.985 1.262 -1.212
Li 1.039 2.026 0.532
Bi 2.068 0.604 -2.966
*
```

natural (NBO) atomic charge list, values in e, 8 entries: -0.9414 0.9444 -0.5281 -0.6598 -0.5442 -0.0636 0.2650 0.2529